# 1
Molecular formula: C28H52IrN11O4
Method: DFT, ωB97M-V/def2-TZVPD

Expectation value of S²: 0.9431
HOMO (spin up / spin down), eV: -15.16 / -15.14
HOMO-LUMO gap (spin up / spin down), Ha: 0.223 / 0.222
F_max, hartree/bohr: 0.096
DFT total energy, Eh: -2104.63797
Charge: +3
Spin multiplicity: 2

Each line ends with the Löwdin spin population.
Element x y z (Å)
Ir (-0.262888, 0.166067, -0.209479)  0.80
O (1.210512, -1.542333, 0.291321)  0.02
O (-2.216088, 3.901667, 2.469921)  0.00
O (3.182912, -3.563233, 1.312221)  0.00
O (-1.317288, 1.431667, 1.390121)  0.04
N (3.564512, -1.659433, 0.068421)  0.01
N (2.226512, -1.513033, -1.814679)  0.00
N (-2.034187, -1.137333, -0.434479)  -0.04
N (-0.835088, 2.350967, -1.110979)  0.05
N (1.138412, 0.649767, 1.563021)  0.03
N (-0.016288, 3.345767, 0.812521)  0.00
N (-4.017588, -1.339433, 0.846821)  0.00
N (3.478112, -3.526033, -1.521379)  0.00
N (-1.897788, 4.375367, -0.134479)  0.01
N (-1.976688, -2.103933, 1.647821)  0.00
N (-0.482288, -0.097933, -2.666179)  -0.01
C (-4.796888, -2.202933, 1.712421)  0.00
C (-0.894388, 1.200667, -3.240379)  0.00
C (2.868612, 1.337267, 3.555021)  -0.01
C (4.845712, -3.822133, -1.898679)  0.00
C (0.822012, 1.644367, 2.370821)  0.00
C (4.495312, -0.567933, -0.262479)  0.00
C (3.055612, -2.267233, -1.244079)  0.00
C (-2.636588, -1.032133, -1.743379)  -0.01
C (3.231112, 0.348367, 2.674721)  0.01
C (0.712512, -0.524233, -3.438079)  0.00
C (-2.694088, -1.499233, 0.658721)  0.00
C (-2.136888, -1.771533, 3.038121)  0.00
C (-4.777488, -0.270833, 0.237421)  0.00
C (-3.266388, 4.118267, -0.610379)  0.00
C (-1.625188, 2.159967, -2.294579)  0.00
C (-1.538788, -1.116633, -2.809579)  0.00
C (-0.982888, -3.097633, 1.347421)  0.00
C (-0.469488, 2.320867, 1.904221)  0.00
C (4.183612, -2.660533, 0.980921)  0.00
C (-1.334188, 5.622367, -0.694479)  0.00
C (2.491712, -4.542933, -1.821079)  0.00
C (2.320712, -0.033133, 1.660321)  0.00
C (2.306412, -1.113833, 0.749121)  0.06
C (-0.886088, 3.274267, -0.259479)  0.03
C (-1.131888, 3.167867, 3.014421)  0.00
C (1.649312, 2.017967, 3.414621)  0.01
C (1.468112, -1.782233, -2.993479)  0.00
C (1.386012, 3.360567, 0.415221)  0.00
H (2.270212, -4.625133, -2.888979)  0.00
H (-2.604988, 1.770867, -2.014679)  0.00
H (-0.388788, 3.855067, 3.428921)  0.00
H (3.539112, -4.282533, 1.848221)  0.00
H (2.119512, -2.075833, -3.826279)  0.00
H (-1.526088, 1.044767, -4.122679)  0.00
H (5.234812, -4.664033, -1.323479)  0.00
H (-3.338588, 4.202767, -1.691179)  0.00
H (-1.072888, -2.094533, -2.707379)  0.00
H (5.484812, -2.953633, -1.762979)  0.00
H (-3.573287, 3.126467, -0.287079)  0.00
H (-1.307788, -4.066133, 1.739121)  0.00
H (2.882412, -5.501333, -1.478479)  0.00
H (-2.911388, -1.022733, 3.164521)  0.00
H (3.532412, 1.613867, 4.358621)  0.00
H (-5.241888, -0.572733, -0.704579)  0.00
H (5.037812, -3.139933, 0.487121)  0.00
H (4.544512, -2.109933, 1.861921)  0.00
H (-5.683188, -2.533033, 1.168721)  0.00
H (-3.325688, -1.870033, -1.903379)  0.00
H (4.882912, -4.097833, -2.955979)  0.00
H (4.795912, -0.019033, 0.625821)  0.00
H (-1.489788, 2.480867, 3.786021)  0.00
H (5.387112, -0.971733, -0.740279)  0.00
H (-4.230388, -3.082233, 2.000821)  0.00
H (-0.022688, -2.850833, 1.797821)  0.00
H (-1.029388, 5.467867, -1.728079)  0.00
H (-4.132688, 0.592467, 0.083621)  0.00
H (-5.129288, -1.675833, 2.608821)  0.00
H (-1.963588, 4.456067, 0.921821)  0.00
H (-0.469488, 5.940267, -0.117479)  0.00
H (1.437312, 0.291967, -3.416979)  0.00
H (0.792112, -2.620733, -2.805279)  0.00
H (1.378812, 2.794767, 4.107721)  0.00
H (-3.208088, -0.110133, -1.882179)  0.00
H (0.002012, 1.727467, -3.570179)  0.00
H (0.401312, -0.683533, -4.478779)  0.00
H (-3.940287, 4.853267, -0.171479)  0.00
H (-5.577388, 0.012467, 0.921021)  0.00
H (3.998512, 0.104667, -0.959679)  0.00
H (-1.779688, 3.094267, -2.842979)  0.00
H (4.169612, -0.162833, 2.810621)  0.00
H (-2.691088, 4.329667, 3.194321)  0.00
H (1.725212, 2.428267, -0.055579)  0.00
H (-2.078988, 6.414967, -0.666579)  0.00
H (-0.851188, -3.173633, 0.273521)  0.00
H (-1.196488, -1.350733, 3.403521)  0.00
H (1.523812, 4.175067, -0.293079)  0.00
H (-2.363488, -2.651133, 3.642221)  0.00
H (1.583312, -4.327333, -1.261679)  0.00
H (-1.998488, -1.058433, -3.804879)  0.00
H (1.993112, 3.563167, 1.293521)  0.00

Cartesian forces, eV/Å:
Ir -2.4 0.3 1.0
O 3.2 1.1 2.5
O -0.1 0.0 0.1
O -0.2 0.2 0.1
O 0.0 -1.4 -0.6
N -0.8 0.1 0.3
N 1.2 0.1 0.7
N 1.4 1.4 -0.3
N 0.2 0.2 0.4
N 1.0 -0.3 -1.3
N 0.1 0.1 0.2
N 0.5 -0.1 -0.1
N 0.0 0.1 0.3
N 0.1 -0.2 0.2
N -0.4 0.4 -0.5
N 0.5 -0.2 1.0
C -0.3 -0.4 0.2
C -0.2 0.6 0.2
C -0.7 0.9 0.3
C 0.2 -0.2 -0.2
C -0.2 0.1 0.0
C 0.7 0.8 -0.1
C -0.8 -0.2 -1.9
C -0.1 0.0 -0.3
C -0.4 -1.0 -1.0
C 0.4 -0.3 -0.3
C 0.1 -0.1 0.5
C 0.0 0.1 0.4
C -0.1 0.3 -0.2
C -0.6 -0.3 -0.2
C -0.2 -0.2 -0.5
C -0.6 -0.3 0.3
C 0.2 -0.4 0.0
C -0.2 0.7 0.2
C 0.5 -0.6 0.6
C 0.3 0.7 -0.3
C -0.2 -0.2 -0.1
C -0.6 2.2 2.3
C -3.1 -2.5 -2.9
C -0.2 -0.4 0.0
C 0.6 -0.5 0.1
C 0.7 -0.8 0.1
C -0.1 0.0 -0.4
C 0.2 0.1 -0.2
H 0.0 0.0 0.0
H 0.0 0.0 0.0
H -0.1 0.0 0.0
H 0.0 0.0 0.0
H -0.1 0.0 0.0
H 0.1 -0.1 0.0
H 0.1 0.0 0.0
H 0.1 0.0 0.0
H 0.0 0.0 0.0
H 0.1 0.0 0.0
H 0.0 0.0 0.0
H 0.0 0.0 0.0
H -0.1 0.0 0.0
H 0.0 0.0 0.0
H 0.1 0.0 0.1
H 0.0 0.0 0.0
H -0.2 0.3 -0.1
H 0.0 0.0 -0.2
H 0.0 0.0 0.0
H 0.0 0.1 -0.1
H 0.1 0.0 0.0
H 0.0 -0.1 0.0
H 0.0 0.1 0.0
H -0.1 -0.1 0.0
H 0.0 0.0 0.0
H 0.0 0.0 0.1
H -0.1 -0.1 0.0
H 0.0 0.0 0.0
H 0.0 0.0 0.0
H 0.0 0.0 -0.4
H 0.0 -0.1 0.1
H -0.1 0.0 0.0
H 0.1 0.0 -0.1
H 0.0 0.2 0.1
H -0.1 -0.1 0.0
H 0.0 -0.1 0.0
H 0.1 0.1 0.0
H 0.2 0.0 0.1
H 0.1 0.0 0.0
H 0.0 -0.1 0.1
H 0.0 -0.1 0.0
H 0.1 -0.1 0.0
H 0.0 0.0 -0.2
H 0.0 0.1 0.0
H -0.1 -0.1 0.1
H 0.0 0.0 0.0
H 0.0 0.0 0.1
H 0.2 0.0 0.0
H -0.1 0.0 0.0
H -0.1 -0.1 0.0
H 0.1 0.0 0.0
H 0.1 0.1 -0.1

=====

# 2
Molecular formula: C30H21LiN3
Method: DFT, ωB97M-V/def2-TZVPD

HOMO (spin up / spin down), eV: -3.34 / -1.87
HOMO-LUMO gap (spin up / spin down), Ha: 0.223 / 0.158
F_max, hartree/bohr: 0.079
DFT total energy, Eh: -1327.57361
Charge: -1
Spin multiplicity: 1

Each line ends with the natural charge from an NBO analysis.
Element x y z (Å)
N (-2.585600, 2.432255, 1.419396)  -0.54
N (-2.837391, 0.707652, -0.572385)  -0.56
N (-0.030872, 2.401894, 1.892943)  -0.44
C (1.720872, -3.383819, -0.355021)  -0.04
C (5.372765, -2.245542, -3.526751)  -0.25
C (-4.660020, 3.632913, 0.966822)  -0.21
C (-3.910233, 1.572474, -0.335323)  0.09
C (1.924876, -2.148246, -1.126107)  -0.12
C (-2.956445, 4.593367, 2.355222)  -0.32
C (-2.163963, 3.506679, 2.116777)  0.14
C (-0.769709, 3.403641, 2.492413)  0.19
C (4.945340, -1.027390, -3.037855)  -0.23
C (3.736245, -0.950805, -2.382131)  -0.19
C (1.176830, 4.221214, 3.647940)  -0.17
C (-0.194864, 4.342782, 3.337853)  -0.24
C (0.418351, -3.620960, 0.120436)  -0.18
C (-4.288350, 4.587088, 1.902295)  -0.23
C (1.244601, -1.020239, -0.777392)  -0.29
C (3.467295, -3.352243, -2.629174)  -0.21
C (3.028742, -2.143666, -2.054641)  -0.03
C (2.488574, -5.300155, 0.932466)  -0.23
C (-5.072725, 1.638197, -1.137398)  -0.24
C (4.652984, -3.436651, -3.301662)  -0.23
C (0.511675, -0.081878, -0.281895)  -0.36
C (1.890296, 3.187420, 3.036427)  -0.29
C (1.293128, 2.340869, 2.161713)  0.05
C (-2.941619, -0.027620, -1.688241)  0.07
C (-4.066973, -0.059768, -2.528746)  -0.36
C (1.189220, -5.456699, 1.451700)  -0.24
C (2.773503, -4.235187, 0.066881)  -0.22
C (-5.140644, 0.817863, -2.262434)  -0.20
C (-3.737589, 2.548135, 0.719390)  0.10
C (0.154300, -4.641027, 1.010192)  -0.22
Li (-1.079376, 1.223673, 0.348651)  0.84
H (1.591477, 5.028282, 4.270293)  0.21
H (-5.625289, 3.556195, 0.468529)  0.20
H (3.273082, -5.988388, 1.268750)  0.20
H (-4.964833, 5.359896, 2.124100)  0.20
H (5.530131, -0.091109, -3.125361)  0.21
H (3.817649, -4.215772, -0.347893)  0.22
H (1.900242, 1.566630, 1.581687)  0.23
H (-2.076859, -0.681261, -1.920936)  0.20
H (4.983970, -4.377616, -3.715478)  0.20
H (-2.558271, 5.504832, 2.814204)  0.19
H (-5.965333, 0.903142, -2.948664)  0.20
H (-4.026048, -0.667959, -3.396809)  0.20
H (2.962017, 3.142259, 3.126306)  0.21
H (-5.838652, 2.391618, -0.817384)  0.20
H (-0.868438, -4.863160, 1.335489)  0.21
H (3.282330, -0.042431, -1.992528)  0.23
H (2.908878, -4.244587, -2.434576)  0.21
H (-0.380517, -2.950655, -0.168171)  0.23
H (0.979564, -6.230218, 2.188180)  0.20
H (-0.807978, 5.187691, 3.736752)  0.22
H (6.329655, -2.313612, -4.028851)  0.19

Cartesian forces, eV/Å:
N 0.6 0.6 0.0
N -1.0 0.5 -1.0
N 0.1 1.2 0.8
C -0.3 0.2 0.6
C 0.9 -1.0 0.0
C 0.8 -0.8 1.0
C 0.3 0.7 0.8
C 0.9 -0.7 -0.3
C 0.4 1.1 0.8
C -1.0 -1.3 -1.0
C 2.0 -0.8 -0.2
C -0.2 1.0 -0.1
C -1.0 -0.9 0.9
C -1.4 0.5 -0.5
C 0.9 0.4 0.7
C 0.2 -0.1 0.2
C -0.2 -1.4 -2.0
C -2.4 2.9 1.6
C -0.1 0.2 0.6
C 0.5 0.6 -0.9
C -0.6 0.4 0.4
C -0.2 -0.4 -0.6
C 0.3 1.3 -0.8
C 1.7 -2.1 -1.4
C 1.1 1.5 0.9
C -1.2 -1.5 -1.5
C -0.4 -0.5 0.1
C 0.8 0.7 0.9
C 0.5 -0.3 -0.2
C 0.3 -1.1 -0.3
C 0.2 0.7 1.0
C -0.6 -0.3 -0.7
C -0.1 -0.5 0.1
Li 0.0 -0.1 0.4
H 0.3 -0.8 -0.3
H 0.2 0.6 0.5
H -0.2 0.4 -0.2
H -0.6 1.0 0.4
H -0.2 -0.8 -0.3
H -1.3 0.5 0.5
H -1.1 1.0 0.9
H -0.5 0.5 0.2
H 0.1 0.0 0.0
H -0.2 -0.5 0.0
H -0.3 -0.1 -0.1
H -0.1 -0.4 -0.6
H 0.2 -0.1 0.3
H 0.6 -1.2 -0.9
H 0.4 0.3 0.0
H 0.4 0.1 -0.1
H -0.3 -0.3 0.0
H 0.1 0.1 -0.2
H 0.1 0.0 -0.2
H 0.7 -1.0 -0.3
H 0.0 0.1 -0.1

=====

> Which of these has the highest spin multiplicity?

C28H52IrN11O4